{"formula": "C40H98N3O35P5", "method": "ωB97M-V with the def2-TZVPD basis set", "orbital_gap_ev": 9.7, "e_lumo_ev": 0.479, "total_charge": 0, "homo_energy_ha": -0.3395, "elements": ["C", "O", "P", "O", "O", "C", "O", "C", "H", "H", "H", "H", "H", "H", "H", "H", "H", "C", "O", "P", "O", "O", "C", "O", "C", "H", "H", "H", "H", "H", "H", "H", "H", "H", "C", "O", "P", "O", "O", "C", "O", "C", "H", "H", "H", "H", "H", "H", "H", "H", "H", "C", "O", "P", "O", "O", "C", "O", "C", "H", "H", "H", "H", "H", "H", "H", "H", "H", "C", "O", "P", "O", "O", "C", "O", "C", "H", "H", "H", "H", "H", "H", "H", "H", "H", "C", "C", "O", "C", "O", "O", "C", "H", "H", "H", "H", "H", "H", "H", "H", "C", "C", "O", "C", "O", "O", "C", "H", "H", "H", "H", "H", "H", "H", "H", "C", "C", "O", "C", "O", "O", "C", "H", "H", "H", "H", "H", "H", "H", "H", "C", "C", "O", "C", "O", "O", "C", "H", "H", "H", "H", "H", "H", "H", "H", "C", "N", "C", "C", "O", "H", "H", "H", "H", "H", "H", "H", "C", "N", "C", "C", "O", "H", "H", "H", "H", "H", "H", "H", "C", "N", "C", "C", "O", "H", "H", "H", "H", "H", "H", "H"], "positions_angstrom": [[3.26560, -6.93807, -0.27811], [4.68433, -6.66927, -0.41913], [5.57958, -6.13230, 0.79799], [6.80780, -5.53319, 0.24352], [4.60898, -5.22376, 1.63769], [4.97150, -3.80254, 1.72383], [5.78886, -7.38261, 1.79916], [6.32849, -8.61684, 1.21965], [2.62226, -6.01165, -0.17924], [3.04356, -7.65167, 0.50590], [3.00636, -7.37595, -1.23602], [4.05360, -3.33259, 1.99839], [5.36411, -3.31535, 0.80409], [5.65428, -3.63685, 2.55712], [6.76934, -9.16844, 2.06879], [7.19392, -8.32587, 0.63446], [5.56427, -9.27745, 0.73817], [1.16380, 6.01727, -3.08217], [1.89579, 4.87808, -3.75471], [1.00875, 3.58338, -4.22484], [-0.22473, 3.44311, -3.41867], [0.70100, 3.79535, -5.74331], [1.73510, 3.77433, -6.77471], [2.13324, 2.44756, -4.32134], [2.79799, 1.98828, -3.09700], [0.34575, 5.64478, -2.44620], [0.92602, 6.69958, -3.85017], [1.96897, 6.50680, -2.51924], [2.72570, 3.96607, -6.41346], [1.43235, 4.49994, -7.50891], [1.76464, 2.79013, -7.28933], [3.46997, 1.13871, -3.26490], [2.00275, 1.74503, -2.36381], [3.42931, 2.84069, -2.73327], [-3.18109, -5.09763, -4.07739], [-3.46986, -3.65955, -3.77354], [-2.40632, -2.63559, -4.20876], [-0.99881, -3.04600, -4.20985], [-3.04984, -2.17413, -5.55886], [-2.34206, -1.27495, -6.42098], [-2.69233, -1.42303, -3.21968], [-1.75301, -0.95008, -2.23012], [-3.02484, -5.50588, -3.07321], [-2.23183, -5.09533, -4.60912], [-3.99894, -5.51183, -4.59129], [-1.43604, -1.77909, -6.72201], [-2.18160, -0.28934, -6.00631], [-3.01692, -1.13287, -7.26860], [-2.36275, -0.87854, -1.32685], [-1.32491, 0.06296, -2.46088], [-0.91815, -1.67479, -2.13620], [-3.14030, -3.77251, -0.46744], [-2.02097, -4.59786, -0.95693], [-0.81424, -4.80773, 0.04987], [-1.07579, -5.28515, 1.40047], [-0.00179, -5.84475, -0.80910], [0.67085, -5.41660, -2.02738], [-0.07392, -3.39257, -0.07198], [0.61335, -2.88049, 1.13805], [-3.01528, -2.73315, -0.71927], [-3.20331, -3.97710, 0.58925], [-3.98066, -4.24683, -0.96452], [1.55767, -4.80156, -1.87635], [-0.03682, -4.95584, -2.65439], [1.06256, -6.32709, -2.42893], [0.34318, -1.79063, 1.10549], [1.67940, -3.16020, 1.07830], [0.25451, -3.34791, 2.05640], [-4.35355, 6.80743, 2.60790], [-3.16224, 5.96029, 2.57475], [-3.35078, 4.37830, 2.62302], [-2.04282, 3.70082, 2.85165], [-4.20521, 4.06789, 1.37604], [-4.78337, 2.73550, 1.01821], [-4.45347, 4.03826, 3.76904], [-3.96622, 3.83061, 5.10570], [-4.31530, 7.43512, 1.67194], [-4.35984, 7.43134, 3.49956], [-5.24549, 6.18630, 2.58253], [-4.20422, 1.93911, 1.47907], [-4.76535, 2.54745, -0.03634], [-5.80692, 2.63144, 1.38920], [-3.03108, 3.27732, 5.20026], [-4.73658, 3.33525, 5.67027], [-3.84729, 4.82441, 5.53741], [-2.55604, -0.60398, 1.81310], [-3.00160, -0.02694, 3.13274], [-4.00577, -0.83373, 3.73998], [-4.22044, -0.53743, 5.02987], [-3.62615, 0.25825, 5.69695], [-5.20398, -1.34373, 5.46051], [-5.48894, -1.10700, 6.83869], [-1.64169, -0.02621, 1.58261], [-3.34200, -0.48016, 1.07321], [-2.23888, -1.62398, 1.96782], [-3.45098, 0.94206, 3.06122], [-2.16047, -0.05569, 3.80162], [-5.78979, -0.05823, 7.01914], [-4.62891, -1.35628, 7.50649], [-6.40181, -1.75388, 6.97006], [-1.28862, 3.14184, -0.27408], [0.00436, 2.79842, 0.34286], [0.43920, 1.38108, -0.10994], [1.57885, 0.98079, 0.47129], [2.13134, 1.58814, 1.34522], [2.05819, -0.05092, -0.16949], [3.34834, -0.60619, 0.27982], [-1.58490, 4.11438, 0.08512], [-2.03514, 2.44783, 0.06906], [-1.21893, 3.15722, -1.35310], [-0.09111, 2.73238, 1.43516], [0.82479, 3.42116, 0.02581], [3.23416, -1.66038, 0.30296], [3.54883, -0.20657, 1.28104], [4.12619, -0.29292, -0.40817], [-7.07212, -2.28384, -2.69886], [-6.24999, -1.13404, -2.14699], [-5.89728, -0.35871, -3.26839], [-5.14885, 0.71940, -2.99393], [-4.90517, 1.15284, -1.89852], [-4.63303, 1.18643, -4.15075], [-3.76919, 2.29778, -3.95133], [-7.94704, -1.91798, -3.23120], [-7.40843, -2.98959, -2.00108], [-6.46680, -2.81791, -3.40518], [-5.34919, -1.54435, -1.69832], [-6.80237, -0.60242, -1.38091], [-2.89108, 1.92876, -3.39481], [-4.32582, 3.06500, -3.37795], [-3.57583, 2.66738, -4.96190], [4.07142, 5.78890, -0.10153], [3.97397, 4.78949, 1.00914], [5.22368, 4.09221, 1.09029], [5.40801, 3.06403, 0.25939], [4.58914, 2.55359, -0.46261], [6.66063, 2.64505, 0.52365], [7.12926, 1.75557, -0.51573], [3.19548, 6.42624, -0.02682], [4.18486, 5.21444, -1.02363], [4.97696, 6.38583, 0.09121], [3.15272, 4.15269, 0.71943], [3.75012, 5.20135, 1.97860], [8.13610, 1.36890, -0.33105], [7.08906, 2.26633, -1.45398], [6.44969, 0.87639, -0.52695], [0.49059, 6.22946, 1.11411], [0.45009, 5.37997, 2.24037], [1.33901, 5.43372, 3.25761], [1.26653, 4.20654, 4.14367], [2.19445, 6.30659, 3.39087], [1.11187, 7.08846, 1.36689], [-0.50737, 6.63852, 0.91971], [0.84755, 5.81417, 0.19217], [-0.16660, 4.61330, 2.21265], [1.86055, 4.34005, 5.07018], [1.59157, 3.33292, 3.59448], [0.27943, 4.01827, 4.48995], [-0.72684, -2.22305, 6.47029], [0.07214, -1.10757, 5.96122], [0.27134, -0.98875, 4.65377], [1.32376, 0.05627, 4.19175], [-0.27225, -1.74905, 3.82636], [-0.53253, -3.02756, 5.77734], [-1.83370, -2.00290, 6.52055], [-0.38979, -2.47194, 7.49632], [0.34858, -0.38479, 6.65477], [1.83920, 0.53303, 5.02761], [0.78538, 0.82467, 3.61990], [2.05475, -0.46837, 3.52777], [2.08996, -1.99874, -2.70755], [3.10790, -2.90877, -3.23385], [3.78664, -3.67371, -2.34857], [4.79435, -4.63328, -2.97609], [3.61710, -3.53011, -1.16592], [1.38728, -1.82415, -3.51979], [2.53104, -1.05715, -2.36282], [1.51730, -2.50071, -1.89436], [3.09701, -3.01865, -4.24647], [5.16876, -4.14447, -3.85044], [4.37881, -5.67312, -3.16311], [5.57632, -4.80613, -2.21652]], "forces_ev_per_angstrom": [[-0.3, 0.9, -0.7], [-0.5, 0.0, 0.8], [0.4, -0.7, -0.9], [-0.5, -0.3, 0.6], [0.8, 1.0, -0.1], [0.1, 0.1, 0.1], [-0.5, -0.1, -0.9], [0.3, 0.1, 1.2], [1.1, -0.9, 0.2], [0.1, 0.0, 0.3], [-0.2, -0.2, 0.0], [-0.7, 0.4, 0.0], [-0.3, -1.0, 0.4], [0.2, -0.3, -0.1], [-0.5, 0.2, -0.2], [-0.2, -0.3, -0.7], [0.6, 1.0, 0.1], [2.0, -1.7, 0.3], [-1.5, -0.2, 0.5], [0.8, 1.0, 0.9], [1.0, -0.4, -0.5], [0.5, -0.1, -1.1], [-0.9, -1.0, -0.3], [-0.3, -0.2, 0.6], [-0.1, 1.4, 0.7], [0.3, 0.2, -0.5], [-1.0, 0.6, -0.8], [-0.4, -0.3, 0.3], [0.3, 0.3, 0.5], [0.0, 0.4, -0.1], [-0.2, 0.4, 0.6], [-0.5, 0.2, -0.5], [0.7, 0.0, -0.2], [-0.6, -0.8, -0.1], [1.3, 2.0, 1.8], [-0.8, -2.2, 0.2], [0.4, 1.6, 0.9], [0.3, -0.2, -0.4], [0.1, 0.5, -0.5], [-0.8, -0.4, -0.6], [0.1, 0.4, -0.4], [0.5, 0.0, 0.0], [-0.1, -0.4, -0.4], [-0.2, -0.5, -0.2], [-0.9, -0.4, -0.7], [0.4, 0.3, -0.2], [0.2, 0.1, 0.6], [0.3, -0.1, -0.1], [0.5, 0.1, 0.1], [-0.6, -0.9, -0.1], [-0.5, 0.4, 0.2], [0.6, -1.8, -0.5], [-0.7, 0.8, 0.3], [0.4, 0.3, -0.8], [-0.3, 0.1, 0.2], [1.2, 0.2, -0.2], [0.5, -0.8, 1.1], [0.2, -0.5, 1.1], [-0.4, 0.4, -0.6], [0.1, 0.2, -0.1], [-0.3, 0.4, 0.5], [-0.3, 0.5, 0.0], [-0.4, 0.4, 0.5], [-0.7, 0.7, -1.0], [-0.1, -0.6, -0.6], [0.9, -1.1, 0.4], [-0.3, 0.6, -0.3], [-0.4, 0.2, -0.3], [0.4, 0.1, -1.4], [-0.7, -0.3, 0.3], [0.7, -0.5, 1.9], [-1.2, 0.5, -0.5], [-1.0, -1.2, -1.8], [0.3, 0.2, 1.2], [1.2, -0.2, -0.6], [-0.1, 0.9, 0.4], [-0.1, -0.6, 1.1], [0.2, -0.1, 0.0], [-0.1, 0.1, 0.0], [0.2, 0.2, 0.1], [0.2, 0.6, -0.6], [0.2, 0.5, 0.0], [-0.1, 0.0, -0.5], [-0.3, -0.3, 0.0], [0.2, 0.0, 0.2], [0.2, 0.9, 0.6], [0.3, -0.6, 0.1], [-0.6, -0.3, 0.7], [-0.2, -1.3, -1.3], [0.2, 0.5, 0.3], [0.7, 0.8, 0.3], [-1.4, -0.6, 0.6], [-0.5, -0.2, -0.5], [0.2, -0.2, -0.4], [-0.1, -0.4, -0.2], [0.3, 0.9, -0.1], [0.4, 0.5, 0.3], [0.3, -0.5, -0.2], [-0.8, 0.0, -0.6], [1.2, 0.6, 0.5], [-0.1, -0.2, -0.4], [1.0, -2.3, 0.5], [-0.8, 1.2, 0.4], [-0.2, 1.6, -0.7], [0.3, 0.2, 1.1], [0.8, -1.6, -0.4], [-0.9, 1.4, 0.6], [-0.1, 0.5, 0.1], [-0.5, -0.4, 0.0], [-0.1, 0.0, -0.3], [0.3, 0.1, -0.4], [0.3, 0.4, 0.1], [-0.1, -0.8, -0.2], [0.1, -0.1, -0.3], [0.0, 0.1, -0.1], [0.2, 1.0, -1.1], [-0.5, -1.5, 0.5], [0.4, 1.2, -0.2], [0.6, -0.7, -1.1], [-0.2, 0.1, 0.2], [-1.1, -0.6, 0.8], [-0.2, 0.4, 0.3], [-0.1, 0.2, 0.0], [-0.3, -0.8, 1.4], [0.3, -0.3, -0.5], [0.3, 0.1, 0.2], [0.0, 0.5, -0.1], [-0.1, 0.7, -0.4], [0.6, -0.3, -0.2], [0.4, -0.1, 0.4], [0.9, 0.4, 0.7], [-0.4, -0.2, -0.6], [-0.3, -0.3, -0.1], [-0.1, 0.2, 1.8], [0.5, 0.3, -0.4], [0.4, -0.5, -1.3], [-0.7, -1.3, 0.7], [-0.1, 0.1, -0.6], [-0.3, 0.5, -0.2], [-0.3, 0.1, -0.4], [-0.1, -0.9, 0.3], [0.3, 0.2, 0.3], [-0.2, 0.6, 0.4], [0.0, 0.2, -0.7], [0.4, 0.5, -0.3], [-0.7, 1.9, 0.1], [0.8, 0.2, 0.2], [0.8, -0.3, 0.1], [0.8, 0.6, 1.1], [-0.6, -0.3, -0.2], [0.1, 0.0, -0.1], [0.0, -0.1, -0.1], [0.4, -0.7, -0.4], [-0.9, -0.8, 0.3], [0.0, 0.0, -0.8], [0.3, -0.2, -0.2], [-1.2, -0.1, 0.0], [-0.6, 0.6, 0.6], [-0.5, 0.4, 2.3], [0.8, -0.2, -2.2], [-0.7, -0.7, -0.1], [0.7, 1.1, 1.2], [-0.3, -0.5, 0.1], [1.1, -0.1, -0.2], [-0.1, 0.1, -0.6], [-0.1, -0.8, -1.3], [0.0, -0.1, -0.1], [0.3, -0.2, 0.0], [-0.7, 0.5, 0.5], [-0.4, -0.5, 0.0], [-0.9, 0.6, -0.2], [0.6, -0.6, -2.1], [-0.5, -1.1, 1.5], [-0.1, -0.1, 1.7], [-0.1, 0.3, 0.0], [-0.2, -0.3, 0.0], [0.5, 0.5, -0.4], [0.4, -0.4, 0.7], [0.4, -0.2, -0.7], [0.2, 1.4, -0.1], [-0.1, 0.2, -0.5]]}